C3H4N2 | wB97M-V/def2-TZVPD

Structure (ORCA input):
```
! RIJCOSX wB97M-V def2-TZVPD def2/J DEFGRID3
* xyz 0 1
C 1.7053 -0.1371 0.8571
C 1.0359 0.1221 -0.1246
C 0.0431 0.3354 -1.1850
H 2.2625 -0.3920 1.6907
H 0.4717 0.6039 -2.2004
H -0.5806 1.1585 -0.8597
H -0.3740 -0.6812 -1.2908
N 0.8087 -3.1305 1.1980
N 0.4001 -2.4808 0.4128
*
```

Properties
gap between HOMO and LUMO = 0.4051 hartree
HOMO energy = -9.82 eV
F_max = 3.2 eV Å⁻¹
energy relative to the best compared isomer or geometry (same formula, charge and spin) = 128.6 kJ/mol
calculated total energy = -226.17621 a.u.
SMILES = C#CC.N#N
molecular weight = 68.08 g mol⁻¹

C3H4N2 | wB97M-V/def2-TZVPD

Structure (ORCA input):
```
! RIJCOSX wB97M-V def2-TZVPD def2/J DEFGRID3
* xyz 0 1
C -2.1172 -0.0221 0.0158
C 0.8568 0.7463 0.1108
C 0.6731 -0.6853 -0.0884
N -3.1939 -0.0368 0.3754
N -0.1008 0.2052 -0.9737
H 0.2088 1.3445 0.8463
H 1.7937 1.1858 -0.2080
H 1.5391 -1.2717 -0.6336
H 0.3404 -1.4659 0.5554
*
```

Properties
gap between HOMO and LUMO (spin up / spin down) = 0.3363 / 0.3171 hartree
HOMO energy (spin up / spin down) = -11.18 / -11.13 eV
F_max = 5.5 eV Å⁻¹
energy relative to the best compared isomer or geometry (same formula, charge and spin) = 601.0 kJ/mol
calculated total energy = -225.99629 a.u.
molecular weight = 68.08 g mol⁻¹